This record from OMol25 describes a structure of composition C42H47ClIrN9O3S2. The level of theory is ωB97M-V/def2-TZVPD.

The geometry in XYZ format:
```
105
Properties=species:S:1:pos:R:3
Ir 0.1360 1.6851 0.5091
N 2.7617 3.1444 -2.5399
C 2.1031 2.6509 -1.4914
S 0.3600 2.4216 -1.6311
N 2.8196 2.3593 -0.4045
N 2.1146 1.7929 0.5485
C 2.7077 1.6514 1.8623
C 4.0649 2.0491 2.1392
C 5.1284 1.7383 1.2728
C 6.4172 2.1159 1.5910
C 6.6738 2.8272 2.7592
C 5.6328 3.1574 3.6191
C 4.3422 2.7686 3.3177
C 1.7942 1.1667 2.8240
C 2.1822 0.7052 4.1003
C 1.2396 0.2215 4.9742
C -0.1040 0.1686 4.5898
C -0.4368 0.5941 3.3242
N 0.4646 1.0793 2.4615
H 2.2635 3.5059 -3.3373
H 3.7438 3.3587 -2.4456
H 4.9409 1.1724 0.3724
H 7.2328 1.8511 0.9320
H 7.6859 3.1247 2.9984
H 5.8295 3.7229 4.5196
H 3.5283 3.0531 3.9727
H 3.2291 0.7088 4.3645
H 1.5413 -0.1333 5.9505
H -0.8693 -0.2058 5.2534
H -1.4591 0.5580 2.9718
N -7.0578 1.3397 0.2577
C -6.2323 2.2810 0.7617
O -6.5988 3.3195 1.2597
C -4.7421 2.0073 0.6728
C -4.1360 1.1963 -0.2777
C -2.7578 1.1010 -0.3006
N -1.9766 1.7528 0.5730
C -2.5625 2.5440 1.4908
C -3.9298 2.6940 1.5646
H -8.0502 1.5051 0.3187
H -6.7427 0.4368 -0.0438
H -4.7090 0.6732 -1.0314
H -2.2475 0.5108 -1.0512
H -1.8935 3.0849 2.1455
H -4.3779 3.3620 2.2871
C 1.9877 5.6676 1.9213
S 0.6135 5.1848 0.8878
O 0.1544 3.8519 1.4900
C -0.5891 6.3792 1.3869
C -1.1663 6.3082 2.6500
C -2.0946 7.2697 3.0088
C -2.4279 8.2849 2.1168
C -1.8450 8.3410 0.8602
C -0.9212 7.3758 0.4811
H 1.6631 5.6846 2.9607
H 2.3158 6.6583 1.6072
H 2.7850 4.9400 1.7697
H -0.8946 5.5127 3.3330
H -2.5563 7.2362 3.9864
H -3.1505 9.0357 2.4065
H -2.1136 9.1295 0.1709
H -0.4710 7.3999 -0.5036
C -3.6874 -4.0382 -1.0465
C -2.5381 -4.3826 -2.0062
C -3.0640 -5.3825 -3.0455
C -2.1564 -3.0886 -2.7413
C -1.3495 -5.0154 -1.2141
O -1.8156 -6.1252 -0.4404
C -0.2018 -5.6169 -2.0633
C 0.5070 -4.8417 -3.1718
C 1.7037 -5.5289 -3.7396
C 1.9335 -6.9216 -3.5710
C 2.9904 -7.5337 -4.1723
C 3.8753 -6.7615 -4.9769
Cl 5.1587 -7.5060 -5.7283
C 3.6736 -5.3623 -5.1485
C 2.6134 -4.7735 -4.5380
C -0.8545 -4.1606 -0.0271
N -0.2250 -2.8615 -0.2411
C -0.6525 -1.6994 0.2455
N 0.2403 -0.7513 0.0123
C 1.2277 -1.4160 -0.6457
N 0.9874 -2.6959 -0.8131
H -4.5922 -3.8443 -1.6232
H -3.4787 -3.1326 -0.4697
H -3.9010 -4.8444 -0.3474
H -3.8788 -4.9273 -3.6084
H -3.4772 -6.2849 -2.5885
H -2.3050 -5.6841 -3.7692
H -3.0589 -2.6659 -3.1865
H -1.4489 -3.2387 -3.5542
H -1.7484 -2.3348 -2.0667
H -2.3038 -6.7368 -1.0028
H -0.6344 -6.5157 -2.5079
H 0.5422 -5.9661 -1.3429
H 0.7933 -3.8308 -2.8765
H -0.1613 -4.7128 -4.0370
H 1.2594 -7.5078 -2.9640
H 3.1734 -8.5938 -4.0602
H 4.3646 -4.8049 -5.7657
H 2.4366 -3.7128 -4.6616
H -0.1544 -4.7834 0.5284
H -1.6990 -3.9613 0.6279
H -1.5749 -1.5888 0.7939
H 2.1375 -0.9468 -0.9840
```

Values from the calculation:
Gap between HOMO and LUMO (alpha / beta) in eV: 6.374 / 4.727
Largest force on an atom in eV/A: 0.51
Expectation value of S²: 8.8061
Calculated total energy in Eh: -3707.16877
Total charge: +3
Multiplicity: 6

Atomic partial charges in e from the Mulliken method, atoms 1 to 99: 1.5654, -0.3713, 0.5755, -0.5645, -1.1698, 1.6000, 0.1967, 0.1928, -0.1600, -0.8249, -0.4828, -0.9735, -0.2641, 0.6646, -1.1822, -0.5883, -1.1180, -0.1339, -0.3010, 0.2350, 0.2530, 0.4604, 0.4303, 0.4388, 0.4426, 0.6262, 0.7220, 0.4870, 0.4973, 0.5168, -0.3321, 0.2464, -0.5621, 0.7307, -0.8871, -0.4472, 0.0994, -0.4061, -0.9573, 0.2509, 0.1611, 0.4607, 0.4988, 0.6711, 0.5510, -0.9484, 0.3583, -0.3052, 0.6677, -0.2885, -0.8068, -0.4577, -0.6266, -0.4255, 0.3369, 0.5015, 0.2707, 0.3013, 0.4320, 0.4293, 0.4133, 0.4075, -1.9037, 2.0122, -1.7710, -1.4908, 1.5391, -0.6767, -2.3604, 0.4165, 0.2762, -0.2169, -0.8865, 0.5351, -0.0174, -0.7606, -0.3460, -2.4218, 0.9283, -0.3300, 0.2614, -0.7506, -0.9263, 0.5240, 0.2797, 0.3398, 0.4794, 0.4594, 0.3035, 0.5604, 0.2141, 0.1757, 0.6136, 0.7452, 0.6562, 0.3655, 0.3084, 0.4722, 0.4490